[1]
ORCA calculation (ωB97M-V/def2-TZVPD) on a structure of composition C6H4N2NdO6 at a distorted geometry.

Last column: Mulliken spin population.
Atoms and positions in Å:
Nd1 -0.07 0.41 -0.48  3.02
O1 -0.66 3.98 -4.61  0.00
O2 -0.04 3.94 0.69  0.00
O3 -0.41 -1.28 -3.77  0.00
H1 1.11 -2.37 3.71  0.00
O4 0.15 -0.92 1.06  0.00
N1 1.14 -1.60 3.04  0.00
H2 1.77 -0.82 3.16  0.00
C1 -2.53 0.94 -0.89  -0.01
H3 -0.15 -3.42 2.98  0.00
C2 2.19 1.08 -1.45  -0.01
C3 -0.30 -0.79 -2.72  -0.01
C4 -0.04 2.82 0.36  0.00
C5 -0.54 3.24 -3.75  0.00
N2 -0.40 -2.89 2.15  0.00
O5 3.21 1.41 -1.93  0.00
O6 -3.64 1.22 -1.12  0.00
C6 0.29 -1.75 2.03  0.00
H4 -1.09 -3.21 1.51  0.00

Properties
HOMO energy (alpha / beta) = -21.39 / -21.39 eV
Orbital gap (alpha / beta) = 7.42 / 7.56 eV
Charge = +3
E_LUMO (alpha / beta) = -14.0 / -13.8 eV
Multiplicity = 4
⟨S²⟩ = 3.752

[2]
ORCA calculation (ωB97M-V/def2-TZVPD) on a structure of composition C20H18IrN5O4S.

Last column: natural (NBO) charge in e.
Atoms and positions in Å:
O1 -1.03 -1.94 -2.23  -0.92
C1 -2.62 2.50 0.85  -0.22
C2 0.66 4.10 -1.41  -0.33
H1 3.18 -3.89 3.78  0.22
N1 -0.09 -0.07 0.10  -0.58
O2 -1.11 -0.38 -3.96  -0.95
H2 -4.63 3.61 2.21  0.21
C3 -3.24 0.52 2.01  -0.18
C4 1.79 -1.63 0.08  0.13
N2 2.03 -1.51 -1.33  -0.14
C5 2.81 -2.29 -2.09  0.02
C6 0.71 2.91 -2.14  0.00
H3 4.48 -2.84 3.23  0.22
C7 -3.51 1.85 1.69  -0.03
H4 1.25 2.68 -3.04  0.23
H5 1.89 0.14 -4.04  0.23
H6 1.17 5.03 -1.62  0.24
H7 -5.04 2.19 3.17  0.22
S1 -2.05 -1.17 -3.08  2.50
N3 -0.59 2.56 -0.47  -0.16
C8 3.63 -3.43 2.90  -0.62
H8 3.52 -2.88 0.26  0.20
C9 1.61 -1.90 2.82  -0.18
H9 0.00 -0.53 2.70  0.22
H10 -5.60 2.32 1.50  0.23
H11 1.53 -1.97 3.90  0.21
H12 3.46 -2.11 -4.19  0.24
C10 -1.49 1.85 0.39  0.17
Ir1 -0.38 0.01 -1.88  1.17
C11 0.73 -1.09 2.14  -0.25
C12 -0.17 3.83 -0.35  0.00
C13 -1.20 0.52 0.72  0.14
H13 -2.82 3.52 0.53  0.21
H14 -0.49 4.44 0.48  0.24
C14 -4.76 2.53 2.17  -0.63
C15 2.70 -2.42 0.79  -0.21
H15 4.01 -4.24 2.27  0.21
H16 -1.98 -1.18 1.75  0.23
C16 0.76 -0.94 0.74  0.16
C17 2.62 -2.59 2.16  -0.06
N4 -0.05 1.99 -1.57  -0.23
O3 -2.47 -0.11 -2.05  -0.91
H17 -3.94 -0.02 2.64  0.21
O4 -3.08 -1.93 -3.68  -0.90
H18 3.24 -3.20 -1.70  0.23
C18 -2.13 -0.14 1.52  -0.22
N5 1.62 -0.43 -2.05  -0.29
C19 2.15 -0.57 -3.27  0.02
C20 2.92 -1.72 -3.34  -0.33

Properties
HOMO energy = -7.22 eV
Orbital gap = 7.47 eV
ΔE to the lowest compared entry with this formula, charge and spin = 0.0 kJ/mol
E_LUMO = 0.2 eV
Multiplicity = 1

[3]
ORCA calculation (ωB97M-V/def2-TZVPD) on an isolated molecule of C4H8O2.

Last column: natural (NBO) charge in e.
Atoms and positions in Å:
O1 -1.02 0.71 2.08  -0.51
H1 1.88 -1.24 0.40  0.22
H2 -1.04 1.30 -1.56  0.17
C1 -1.22 0.18 1.01  0.41
H3 0.72 1.23 -1.20  0.17
C2 -0.13 0.69 -1.66  -0.26
C3 1.20 -0.52 0.86  -0.64
H4 -2.19 0.29 0.49  0.11
C4 -0.20 -0.70 0.30  -0.01
H5 -0.53 -1.73 0.50  0.21
H6 1.18 -0.67 1.94  0.23
H7 0.08 0.55 -2.72  0.20
O2 -0.31 -0.60 -1.11  -0.53
H8 1.58 0.50 0.68  0.21

Properties
HOMO energy = -9.69 eV
Orbital gap = 10.54 eV
ΔE to the lowest compared entry with this formula, charge and spin = 157.6 kJ/mol
SMILES = CO[C@@H](C)C=O
E_LUMO = 0.9 eV
Multiplicity = 1

[4]
ORCA calculation (ωB97M-V/def2-TZVPD) on a cluster of 5 separate species, C2H14N2O4 in total at a distorted geometry.

Last column: natural (NBO) charge in e.
Atoms and positions in Å:
H1 1.44 -0.90 1.39  0.48
H2 1.50 -0.49 2.97  0.47
H3 -0.46 -2.92 -1.07  0.46
N1 -1.60 -0.03 -0.36  -0.88
O1 0.74 -1.54 1.42  -0.98
H4 -0.85 2.20 -1.83  0.19
H5 -2.18 0.77 -0.14  0.39
H6 -2.26 -0.63 -0.84  0.37
H7 2.62 -1.29 3.17  0.47
H8 -0.05 -4.03 -0.18  0.47
H9 0.01 -1.21 0.87  0.49
H10 1.91 1.20 -1.67  0.36
O2 -1.71 2.47 0.91  -0.96
H11 1.33 1.38 -3.10  0.36
N2 1.22 1.78 -2.16  -0.82
H12 -2.56 2.81 1.25  0.48
O3 -0.37 -3.89 -1.07  -0.93
H13 0.41 -0.33 -0.80  0.15
H14 -1.09 3.23 0.92  0.49
O4 2.46 -0.34 3.10  -0.94
C1 -0.10 1.43 -1.74  -0.05
C2 -0.41 0.33 -1.06  -0.07

Properties
HOMO energy = -8.87 eV
Orbital gap = 9.31 eV
ΔE to the lowest compared entry with this formula, charge and spin = 171.3 kJ/mol
SMILES = N/C=C/N.O.O.O.O
E_LUMO = 0.4 eV
Multiplicity = 1

[5]
ORCA calculation (ωB97M-V/def2-TZVPD) on a cluster of 2 separate species, C5H5BrOS in total at a distorted geometry.

Last column: natural (NBO) charge in e.
Atoms and positions in Å:
O1 -1.02 -2.75 -0.29  -0.51
H1 0.30 -2.37 1.04  0.11
H2 -1.51 -2.17 -2.38  0.24
S1 -0.93 0.42 -1.11  0.46
C1 1.13 0.04 0.42  -0.20
C2 0.03 -0.58 -0.03  -0.33
C3 0.23 1.67 -0.99  -0.38
C4 1.25 1.37 -0.15  -0.27
H3 1.77 -0.33 1.22  0.24
Br1 -2.17 -2.04 -3.75  -0.26
H4 0.15 2.57 -1.68  0.25
C5 -0.34 -1.99 0.30  0.43
H5 2.00 2.08 0.06  0.23

Properties
HOMO energy = -9.69 eV
Orbital gap = 9.55 eV
ΔE to the lowest compared entry with this formula, charge and spin = 52.6 kJ/mol
SMILES = O=Cc1cccs1.Br
E_LUMO = -0.1 eV
Multiplicity = 1

[6]
ORCA calculation (ωB97M-V/def2-TZVPD) on a structure of composition C15H17CrNO4 at a distorted geometry.

Last column: natural (NBO) charge in e.
Atoms and positions in Å:
O1 1.62 1.31 -2.61  -0.34
C1 -0.80 -0.85 -0.47  -0.28
C2 -1.17 3.42 -1.70  -0.42
H1 2.41 -2.36 2.30  0.24
C3 -1.92 -3.05 -0.51  -0.17
C4 -1.82 1.35 -2.46  0.58
H2 1.61 -1.32 3.53  0.25
H3 -2.33 3.70 0.11  0.27
H4 1.93 0.16 -0.38  0.21
C5 -2.26 3.23 -0.90  -0.43
H5 2.57 -1.42 -0.08  0.25
H6 0.96 0.15 1.80  0.43
C6 -1.94 -1.65 -0.59  -0.20
C7 -2.60 0.94 0.11  0.69
O2 0.46 3.14 1.03  -0.40
C8 0.72 1.37 -1.85  0.63
H7 0.63 -2.17 2.28  0.25
H8 -3.27 3.04 -1.34  0.27
H9 -0.33 4.06 -1.37  0.26
H10 3.84 -0.56 1.66  0.25
C9 1.70 -0.78 0.14  -0.24
N1 1.75 -0.49 1.61  -0.34
H11 -2.90 -1.17 -0.71  0.20
C10 3.05 0.18 1.90  -0.42
C11 -0.65 -3.61 -0.47  -0.16
O3 -2.22 1.53 -3.55  -0.37
H12 3.13 1.04 1.23  0.23
C12 0.43 -1.48 -0.23  -0.13
C13 1.58 -1.67 2.49  -0.42
H13 1.51 -3.33 0.01  0.23
C14 0.52 -2.88 -0.24  -0.18
H14 -1.26 3.45 -2.83  0.28
H15 3.06 0.55 2.93  0.25
Cr1 -0.90 1.16 -0.82  0.07
H16 -0.52 -4.68 -0.56  0.25
H17 -2.84 -3.66 -0.49  0.26
C15 -0.15 2.41 0.33  0.51
O4 -3.61 0.96 0.70  -0.36

Properties
HOMO energy (alpha / beta) = -14.13 / -15.87 eV
Orbital gap (alpha / beta) = 6.84 / 6.04 eV
ΔE to the lowest compared entry with this formula, charge and spin = 183.1 kJ/mol
Charge = +2
E_LUMO (alpha / beta) = -7.3 / -9.8 eV
Multiplicity = 5
⟨S²⟩ = 6.055